(1)
C22H29N3O3S | ωB97M-V/def2-TZVPD

The geometry in XYZ format:
```
58
Properties=species:S:1:pos:R:3:forces:R:3
H -3.748637 -0.087017 0.845897 0.04 -0.08 1.20
H -6.112405 -2.786699 -0.065756 1.98 -1.04 -1.55
C -2.276790 3.358839 0.574889 -7.79 12.02 5.28
H 1.699538 0.094380 1.114107 0.76 -0.31 1.68
H -4.922238 1.600671 1.926677 0.95 1.35 -0.89
H -1.999812 -2.087135 1.644073 2.55 -1.99 -2.34
N 3.183861 -1.157831 0.521161 1.49 -2.31 -4.00
H 4.847880 0.527769 -1.095517 2.27 0.17 -0.07
H -2.131727 4.518186 0.524334 1.11 -1.86 -0.14
H 2.478650 3.946944 0.957621 0.35 0.69 -2.47
N -2.833087 -3.051891 -0.819690 1.21 1.58 4.20
C -5.228705 -3.057610 -0.809151 -1.72 -0.87 -0.48
H -4.142970 4.004542 1.604912 -4.75 7.34 3.47
O -3.898010 -2.352801 1.051719 0.04 -0.39 -0.28
H 0.689270 2.131906 0.897143 0.28 0.33 -1.63
H 4.606399 1.136103 1.272856 -2.60 0.14 -0.47
C 2.187786 2.296649 -0.658886 -2.59 8.73 -3.62
N 3.283112 1.697276 -0.171054 2.24 -1.71 -9.64
H -2.892939 -3.392710 -1.633196 -2.26 -3.10 -7.92
C 0.670782 -3.342212 -0.803242 2.88 -3.57 -13.68
C -0.629410 -3.351629 -1.265900 8.61 -3.14 -6.54
C -3.995757 1.966245 1.340553 -3.56 2.29 3.35
H -0.147085 3.591290 -0.971862 0.38 1.16 -1.12
C -3.628046 3.340556 1.238309 8.26 -12.37 -5.11
C 0.103607 -2.471710 1.147671 3.80 1.01 2.62
H 3.467635 4.320494 -0.589813 0.70 0.47 -0.51
H 1.723448 -3.426966 -1.766629 -3.60 -0.54 2.73
C -3.289463 0.878774 1.032069 5.15 -1.51 -8.02
H 3.043194 -0.477793 2.520330 -0.92 1.61 -2.55
H 0.361433 -2.126950 2.136979 0.47 0.22 0.04
C 2.792165 -0.044313 1.424172 -2.47 -4.16 0.53
C -2.113779 1.094122 -0.144314 -2.14 1.66 6.16
H -5.387852 -2.379096 -1.695024 0.53 -0.38 0.90
O 3.580452 -3.538937 -0.348722 4.04 -4.17 -4.94
H -0.298261 2.038927 -1.861581 -1.64 0.68 -0.24
H 0.763981 0.966068 -0.216056 -0.73 -3.20 -0.56
C 3.089346 -0.888780 -0.924681 -3.03 9.18 2.80
H 2.005193 -0.605316 -1.270705 1.44 -0.84 0.62
H 3.454834 1.022300 -2.181088 0.07 0.59 -1.68
H -1.454580 0.186453 -0.420555 -1.24 1.71 0.05
C 0.773570 1.984453 -0.266518 1.63 0.37 5.62
C 2.505841 4.076236 -0.229581 -0.27 -5.60 3.86
C -1.145305 -2.587022 0.893578 -6.56 0.68 -1.25
H -0.795047 -3.653134 -2.215015 -0.38 -0.96 -3.22
H 1.659010 4.571829 -0.492442 -1.94 2.02 -1.05
H -5.317725 -4.146396 -1.321113 0.13 2.32 1.63
C -3.880895 -2.814259 -0.076663 -4.06 0.90 0.97
C 3.851185 0.731461 -1.267745 -3.56 -2.91 4.29
H 2.915696 2.050610 1.907049 1.53 -2.18 -2.57
S 2.884954 -2.897472 0.600245 -4.63 10.05 12.64
C 3.403526 1.201524 0.988625 3.99 1.28 11.44
C -1.533762 -3.108364 -0.535699 -6.73 5.64 14.13
C -1.616380 2.581678 -0.115978 1.63 -13.58 -4.76
C -0.409315 2.559773 -0.896625 2.48 2.53 -1.81
H 2.173218 2.572903 -1.856551 0.48 -1.52 2.71
C 1.097862 -2.815656 0.188610 4.15 2.19 10.15
O 3.069114 -2.844287 2.153294 -0.81 -2.68 -4.80
H 3.463422 -1.555003 -1.519517 2.38 -3.93 -3.15
```
Positions in Å, forces in eV/Å.

## Properties
HOMO   -7.74 eV



(2)
C4H3Br2O3 | ωB97M-V/def2-TZVPD

The geometry in XYZ format:
```
12
Properties=species:S:1:pos:R:3:forces:R:3
Br -4.144720 -0.574972 -0.729171 0.22 0.07 -0.01
O -2.829634 -2.077537 1.827638 -0.69 -0.92 -0.17
O -1.307486 -1.670918 -1.237808 0.20 -0.04 -0.28
C -2.428653 -0.002641 -0.085850 -0.91 0.40 0.15
H 0.847054 -0.607973 -0.559877 0.01 -0.10 -0.05
H 0.106938 0.305487 0.773750 0.00 0.09 -0.04
O -1.334973 -0.477786 2.506905 0.89 0.73 0.65
H 0.165290 1.001913 -0.850500 0.02 0.10 0.01
C -2.096507 -1.203718 2.018935 -0.22 0.00 -0.10
C -1.287894 -0.587139 -0.635588 0.48 -0.32 0.12
C 0.047091 0.075815 -0.288437 -0.03 -0.10 -0.18
Br -2.427492 1.839560 0.453077 0.01 0.08 -0.09
```
Positions in Å, forces in eV/Å.

## Properties
Net charge   -1
HOMO   -3.48 eV



(3)
C4H10N2O2 | ωB97M-V/def2-TZVPD

The geometry in XYZ format:
```
18
Properties=species:S:1:pos:R:3:forces:R:3
C 1.844111 -2.939033 -1.060597 -0.39 -0.15 0.12
C 1.689496 -2.582063 0.216351 0.08 0.10 -0.29
C 1.590374 -0.616478 1.662352 -0.19 0.06 -0.08
H 1.392304 -2.371932 -1.867323 0.09 0.17 0.04
H 0.761129 -0.908655 -0.188362 -0.23 0.10 0.16
H 1.919152 -1.224597 2.501349 -0.01 -0.11 0.01
H 0.840053 0.081925 2.027786 0.02 0.05 0.07
N 0.982111 -1.454793 0.634989 0.27 -0.07 -0.26
H 2.446523 -0.048360 1.287251 0.10 -0.01 0.04
N -0.702863 1.897565 -1.351708 -0.04 -0.13 0.02
O -2.446590 0.902516 -0.256726 0.02 0.35 -0.69
O -1.541299 2.767087 0.590172 0.17 0.25 0.25
H -2.676991 0.739943 -1.189596 0.02 -0.26 0.48
H -0.462347 0.970689 -1.662021 0.13 0.07 -0.19
H 2.268438 -3.885016 -1.346068 0.21 -0.12 0.12
H 2.089775 -3.188877 1.018677 0.05 -0.02 0.08
H 0.053938 2.556319 -1.296749 0.13 0.04 -0.06
C -1.544477 1.936675 -0.264833 -0.41 -0.33 0.17
```
Positions in Å, forces in eV/Å.

## Properties
SMILES   NC(=O)O.C=CNC
HOMO   -8.42 eV



(4)
C42H53N16S3Si2Ti | ωB97M-V/def2-TZVPD

The geometry in XYZ format:
```
117
Properties=species:S:1:pos:R:3:forces:R:3
H -5.396120 -2.197480 -0.743022 0.00 0.00 0.00
C 1.140802 3.485524 3.496116 -0.05 0.02 -0.03
H -2.075715 3.429093 -1.404912 -0.01 -0.03 0.01
H -1.023113 -0.140755 4.031370 -0.03 0.01 -0.03
H -1.583522 -8.504549 -0.669435 -0.01 0.00 0.01
H -3.239029 -1.055405 -1.050744 -0.01 0.01 0.01
Ti 1.327373 1.736917 0.076065 -1.22 -0.92 0.23
H 3.814667 -2.774250 3.878112 0.11 0.10 -0.07
H -2.022985 -0.411780 1.520190 -0.03 0.03 0.01
C -1.075669 -7.631057 -1.057496 -0.01 0.02 -0.02
H 4.164831 3.440383 1.194396 -0.01 -0.09 -0.01
C -0.938886 -6.492553 -0.271149 0.00 -0.02 -0.02
H 3.553482 -5.133577 3.207283 -0.03 -0.01 -0.05
H 3.885956 5.029037 -2.921533 0.00 -0.02 -0.01
C 1.931692 4.665845 -3.743301 0.02 -0.05 0.02
H 4.965160 -0.914775 -0.453736 -0.03 -0.02 0.02
N 0.138485 -2.983435 -2.613587 -0.09 0.37 -0.07
C -0.991990 -2.987939 -3.518535 -0.08 -0.05 0.08
H -2.257067 1.120010 -2.506628 0.04 0.02 -0.02
H 2.569672 -1.815136 5.705272 -0.02 0.01 -0.01
S -0.304248 -2.650145 2.155092 -0.06 -0.10 0.34
Si -0.973550 4.321755 0.694281 -0.15 0.04 0.24
C 2.698403 3.775035 -1.669635 -0.02 0.02 0.08
H -1.344418 -6.470966 0.732593 0.00 0.01 0.01
C 3.439978 -0.027565 -1.463331 -0.04 0.04 0.03
H 4.113442 -3.812455 5.280491 -0.03 0.00 0.02
C -5.867379 -1.010218 -3.877231 -0.01 -0.01 0.01
H 1.316012 5.218331 0.121169 0.00 0.05 0.02
N 4.214043 -0.251750 -0.347708 -0.07 -0.13 -0.01
C 0.087055 -6.519110 -2.843164 0.03 -0.02 0.01
C 0.931864 -3.122021 3.212229 -0.19 0.00 -0.18
C 0.969543 -4.172404 -2.597073 -0.03 -0.15 0.15
H 0.128867 6.499000 0.300207 -0.04 0.00 0.01
N 1.116940 -2.506223 4.389338 0.21 0.04 0.01
H -2.320329 3.647106 4.065305 0.01 0.05 0.03
H 2.352560 -5.381036 4.483934 0.06 -0.04 0.00
H -1.802368 6.481721 1.563499 0.04 -0.02 -0.02
N 1.889805 0.661274 -2.739494 -0.04 0.01 -0.01
N 3.732377 -0.474976 -2.669226 0.01 -0.05 -0.02
H 1.868608 -3.385358 6.138101 0.02 0.02 0.03
C 3.356277 -3.471915 4.574398 -0.09 0.02 0.03
C -0.545621 0.839825 3.947633 0.16 0.02 0.00
C 3.498906 3.760421 3.196733 0.01 0.05 0.03
N 2.540393 0.549451 1.153486 0.82 -0.61 0.28
S 1.258681 -2.105502 -0.397907 -0.02 0.34 -0.19
C 2.372731 3.783903 4.021807 -0.01 -0.02 -0.01
H -0.634659 1.343739 4.912784 -0.03 0.05 -0.01
H -3.473791 3.214355 2.799177 -0.06 0.04 0.01
H -6.602603 -0.996044 -4.671154 0.00 0.01 0.00
H 0.603672 -1.645161 4.489659 -0.06 -0.02 0.00
C -2.386862 3.896611 -0.469900 0.07 0.03 -0.04
C 0.741798 3.987277 -3.523796 -0.08 -0.01 -0.04
C -3.696293 -0.380335 -3.041365 0.00 -0.05 0.00
H 2.071503 5.256857 -4.637803 -0.01 0.03 0.02
C 2.782540 -4.642151 3.798570 -0.07 0.04 -0.04
C -6.138128 -1.672550 -2.690148 0.00 0.05 0.00
C 3.317734 3.461320 1.872117 0.05 0.05 -0.14
C -0.547964 -0.730821 -1.919957 -0.03 0.53 -0.31
H -0.191645 -4.488504 -0.148883 0.00 -0.02 0.02
N 3.290076 -0.295469 2.967755 0.04 -0.13 0.14
H -3.077317 3.208775 0.024940 -0.02 0.01 0.00
C 2.226756 -2.769426 5.307820 -0.05 0.02 -0.13
C 3.648715 -0.156017 0.902011 0.00 0.04 -0.03
H 1.306345 -4.370222 -3.618167 -0.03 0.03 -0.02
C 2.931651 4.539097 -2.795436 0.06 0.02 -0.04
N 1.750344 -4.141632 2.901997 0.09 -0.06 0.11
H -2.285098 0.728045 -4.230690 0.03 -0.02 -0.01
C 0.602438 3.213184 -2.381171 -0.06 0.12 0.05
H -2.718275 5.178771 2.297371 -0.10 -0.03 0.09
C 0.296585 -1.967129 -1.711678 0.33 -0.45 0.04
C 1.015306 3.150909 2.134641 -0.06 0.39 0.22
C 0.286836 5.497275 -0.100084 0.07 -0.10 -0.12
N -1.256706 4.128434 -5.158712 -0.02 -0.04 -0.02
H -0.213157 -1.372388 -4.673860 -0.03 0.08 -0.02
C -1.115619 -1.615655 -4.106178 0.08 0.00 -0.19
H -0.296109 2.638202 -2.209788 0.01 0.00 0.00
S -0.693503 0.499875 -0.752032 -0.43 -0.43 0.15
H 4.487164 3.967363 3.579999 0.00 0.03 -0.02
H 3.470214 3.649348 -0.921847 -0.05 0.05 0.05
N 1.543976 3.139634 -1.442655 0.06 0.83 -1.36
C -2.367288 0.312956 -3.224816 0.08 0.22 -0.07
C -2.723412 2.817966 3.484663 0.10 0.14 -0.08
C -0.221219 2.745679 1.434979 0.01 0.13 0.14
N -1.266690 -0.636944 -3.030587 -0.02 -0.35 0.23
H 0.250943 3.507889 4.109483 0.01 -0.04 0.04
H 1.840039 -3.948781 -1.983367 0.02 -0.01 -0.07
N 2.310828 0.686208 -1.443632 0.81 -0.37 -0.63
H 0.512081 0.694374 3.727182 -0.05 -0.07 0.02
H -2.939920 4.804525 -0.723238 -0.01 0.00 0.01
N 2.725241 -0.019912 -3.436433 -0.03 -0.01 -0.01
C -1.722429 5.478808 1.989747 0.00 -0.11 0.03
C 0.242874 -5.384248 -2.057615 0.00 -0.03 -0.02
H -1.919256 -3.262106 -3.000396 0.02 -0.06 -0.02
N 2.116597 3.181307 1.344289 0.14 0.56 0.93
H 0.181738 5.561854 -1.185291 0.01 0.01 0.00
C -3.974170 -1.045373 -1.848539 0.02 -0.01 0.00
H 1.581034 -4.584896 2.015281 -0.05 0.01 0.01
C -5.189097 -1.687542 -1.674777 0.00 0.00 0.00
H -1.982072 -1.544719 -4.760919 -0.03 0.01 0.05
H 0.488915 -6.531603 -3.850551 0.00 0.00 0.00
H -0.813604 -3.721497 -4.304045 0.02 0.00 0.01
C -0.285644 -5.375662 -0.766945 -0.03 0.08 0.01
N 4.141509 -0.693405 1.995180 0.06 -0.06 0.08
H 2.472761 4.036384 5.069831 -0.01 -0.01 0.01
H -3.238071 2.143612 4.174668 0.04 -0.03 -0.01
Si -1.435174 1.775089 2.573676 -0.16 -0.09 0.05
C -0.568014 -7.639941 -2.347012 0.01 -0.01 0.01
H -7.090024 -2.168120 -2.551854 0.01 -0.02 0.00
H -4.438513 0.154202 -4.978945 0.00 -0.01 -0.01
N 2.357174 0.434371 2.489001 0.06 0.04 0.08
C -2.553364 0.516709 1.733582 0.06 0.02 -0.20
C -4.648456 -0.366845 -4.051560 0.01 0.01 -0.01
C -0.361827 4.060891 -4.442076 0.08 0.00 0.00
H -1.100487 5.547346 2.886001 0.02 0.03 0.00
H -3.000658 0.879975 0.806254 -0.05 0.00 0.03
H -0.682134 -8.518317 -2.969302 0.01 0.00 0.00
H -3.362681 0.293856 2.434340 0.02 0.02 0.05
```
Positions in Å, forces in eV/Å.

## Properties
Spin multiplicity   2
HOMO (spin up / spin down)   -7.23 / -7.25 eV



Results for energy relative to the best compared isomer or geometry (same formula, charge and spin): 519.36; 0.00; 43.71; 8.37 (in kcal per mole, following the order of the records).